1.
112
Properties=species:S:1:pos:R:3 method="wB97M-V/def2-TZVPD" lumo_ha=-0.016 charge=0
C -20.7864 -11.4907 3.8331
O -20.7021 -11.8559 2.4387
H -21.2480 -10.5270 4.0142
H -19.7787 -11.6295 4.2266
H -21.3728 -12.1148 4.4889
H -19.8293 -11.4692 2.1414
C -21.0943 -7.1021 7.8567
O -19.9298 -6.3863 7.4505
H -21.7806 -7.1241 7.0053
H -21.5590 -6.5249 8.6498
H -20.9401 -8.0694 8.2394
H -19.4550 -6.2443 8.2306
C -22.8275 -8.0314 4.0297
O -22.2655 -8.4429 2.8155
H -22.2728 -8.4229 4.9327
H -23.8157 -8.3900 4.0724
H -22.7502 -6.9490 4.1649
H -22.5860 -9.3250 2.5974
C -25.1985 -10.6865 3.0229
O -23.8589 -10.7662 2.6691
H -25.3884 -10.0934 3.8701
H -25.8331 -11.5744 2.9544
H -25.7414 -10.0308 2.3499
H -23.7571 -11.4564 2.0626
C -19.5889 -10.5292 7.3621
O -20.7074 -10.2596 6.6779
N -19.1534 -11.7187 7.4180
N -18.9866 -9.5939 8.0986
H -19.6048 -12.4570 6.8733
H -18.2906 -11.8891 7.9101
H -19.2561 -8.6773 7.8179
H -18.4523 -9.6825 8.9862
C -22.2584 -4.6583 2.5332
O -22.9981 -5.6500 1.8855
N -21.0453 -4.7673 2.9242
N -22.7396 -3.4752 2.8416
H -20.6061 -5.6770 2.7101
H -20.4439 -3.9170 3.1067
H -23.7380 -3.2740 2.7151
H -22.2342 -2.6419 3.2445
C -21.9882 -4.2304 6.3634
O -22.2108 -4.2935 7.7201
N -22.8277 -3.6433 5.5787
N -20.9603 -4.7050 5.6372
H -23.7295 -3.2729 6.0162
H -22.6962 -3.8184 4.5012
H -20.3959 -5.4190 6.0875
H -20.9903 -4.7437 4.5958
C -19.6893 -6.9634 0.6604
O -20.5657 -7.0128 -0.4234
N -18.4629 -6.5106 0.6204
N -20.0875 -7.2635 1.8185
H -18.1281 -5.9852 -0.1706
H -17.8495 -6.5350 1.4258
H -21.0627 -7.6393 2.0325
H -19.4185 -7.3006 2.5678
C -24.5864 -11.3501 6.3011
O -25.7191 -11.8359 5.7193
N -24.4681 -11.2989 7.6479
N -23.5556 -10.9470 5.6871
H -25.3375 -11.4262 8.0826
H -23.6614 -10.9403 8.2417
H -23.7054 -10.9267 4.6805
H -22.6242 -10.6689 6.0935
C -17.2906 -6.5933 5.3622
C -17.8107 -7.7056 4.4653
C -19.2291 -8.0419 4.8045
O -17.6983 -7.5729 3.2135
H -17.3043 -6.8557 6.4657
H -17.9261 -5.7297 5.1730
H -16.2389 -6.3569 5.0792
H -17.1990 -8.5854 4.6818
H -19.8050 -7.1469 4.6245
H -19.5789 -8.2304 5.8065
H -19.6535 -8.8335 4.1328
H -16.8345 -7.8414 2.9078
C -26.1125 -8.1255 6.0721
C -24.8508 -7.9917 6.9679
C -24.4302 -6.4893 7.0440
O -24.9684 -8.4384 8.1581
H -26.4174 -9.1706 5.9523
H -25.9128 -7.7140 5.0630
H -26.9916 -7.6773 6.5042
H -24.1298 -8.6298 6.5417
H -25.3382 -5.8367 7.0042
H -23.7919 -6.3540 6.1642
H -23.7821 -6.3187 7.8771
H -24.8011 -9.3819 8.1411
C -27.4935 -7.5783 1.7178
C -25.8831 -7.3983 1.7487
C -25.1675 -8.0525 0.6205
O -25.6034 -6.1872 1.6743
H -27.7787 -8.2805 2.4464
H -27.7371 -7.9995 0.7236
H -28.0620 -6.6631 1.8589
H -25.4348 -7.7230 2.6701
H -25.3436 -7.6103 -0.3332
H -25.3506 -9.1024 0.5769
H -24.1282 -7.9846 0.7928
H -24.6652 -6.1454 1.8458
C -22.2635 -10.0053 -0.2995
C -21.6040 -9.7060 -1.6598
C -21.7525 -10.8829 -2.6413
O -21.8976 -8.6304 -2.2032
H -21.8404 -9.2001 0.2832
H -21.9006 -11.0188 -0.0219
H -23.3343 -10.0005 -0.4196
H -20.5643 -9.6602 -1.3345
H -21.3320 -11.7476 -2.1728
H -21.1323 -10.7065 -3.5376
H -22.7586 -11.2358 -2.8942
H -21.2698 -8.0063 -1.7853

=====

2.
97
Properties=species:S:1:pos:R:3 method="wB97M-V/def2-TZVPD" lumo_ha=0.024 charge=-1
C -0.2596 -0.4586 0.6883
O -1.0696 -0.1816 -0.2167
O 0.9814 -0.8036 0.2363
O -0.6036 -0.5396 1.8843
H 1.0584 -0.6136 -0.6707
C -1.3656 -0.6356 6.1903
C -0.7176 -1.1976 7.4163
C 0.5824 -1.8026 7.3813
C 1.4574 -1.8336 6.0643
C 0.7834 -1.3076 4.7633
C -0.7246 -0.7056 5.0293
N 2.8864 -2.2096 6.0593
O 3.4144 -2.4176 7.3123
O 3.4714 -2.3406 5.0853
H -2.3186 -0.2206 6.2283
H -1.3436 -1.3396 8.2963
H 1.0434 -2.2456 8.3153
H 1.3174 -1.3346 3.8923
H -1.3416 -0.3296 4.1193
C 3.4694 2.2114 2.2443
C 2.1194 1.5384 1.9383
C 1.4424 2.1794 0.6653
C 2.1034 3.2004 -0.2517
C 3.5514 3.7104 0.1653
C 4.0614 3.1594 1.5653
N 1.4564 3.7444 -1.4177
O 0.3164 3.4334 -1.6987
O 2.1314 4.3814 -2.2627
H 3.9354 1.8054 3.2423
H 1.7994 0.6494 2.5253
H 0.4414 1.9564 0.4103
H 4.0804 4.4264 -0.3607
H 5.0834 3.4854 2.0613
C -2.8826 2.8944 -1.4547
C -2.9286 4.4544 -1.5517
C -3.8236 5.0714 -2.7057
C -4.3896 4.0914 -3.7897
C -4.2236 2.6134 -3.6697
C -3.4196 2.1054 -2.3967
N -5.1546 4.6454 -4.8987
O -5.2946 3.9284 -5.9087
O -5.6586 5.7444 -4.7557
H -2.1936 2.5564 -0.5837
H -2.5866 5.1034 -0.7197
H -4.2116 6.1004 -2.8337
H -4.5266 2.0524 -4.3237
H -3.3286 1.0554 -2.0177
C -0.0766 -4.8056 -2.2637
C -0.5976 -3.3706 -1.9497
C -1.9266 -2.9386 -2.4137
C -2.8076 -3.8656 -3.2897
C -2.3766 -5.4016 -3.4657
C -0.8986 -5.7306 -2.9197
N -4.1806 -3.5076 -3.9277
O -4.3286 -2.2216 -3.9467
O -4.9136 -4.4426 -4.0677
H 0.8384 -4.9866 -1.8857
H -0.0426 -2.6816 -1.2317
H -2.2426 -2.0806 -2.0707
H -3.1016 -6.2256 -3.8857
H -0.2676 -6.5696 -2.9557
C 5.1364 -3.2256 -0.6207
O 6.0104 -3.6846 -1.3787
N 4.8204 -3.6886 0.6733
C 3.8534 -3.0766 1.5593
C 5.5754 -4.7256 1.1893
H 4.2654 -2.3316 -0.8187
H 3.1764 -3.8276 1.8623
H 3.2024 -2.5226 0.9863
H 4.1634 -2.5366 2.3733
H 5.9654 -5.6226 0.5263
H 5.0554 -5.0306 2.3083
H 6.5404 -4.4826 1.4323
C 0.7454 -0.0326 -3.3157
O 1.8074 0.2674 -2.8817
N 0.5944 -0.5806 -4.4177
C -0.6276 -0.6906 -5.1697
C 1.6874 -1.3776 -5.0197
H -0.2706 0.4184 -2.8037
H -1.0016 0.3384 -5.4047
H -1.5036 -1.2796 -4.7627
H -0.3686 -1.2636 -6.0137
H 1.4154 -2.5126 -5.3167
H 2.5224 -1.5906 -4.1987
H 2.1894 -1.0786 -6.0857
C -3.0266 2.3104 1.9973
O -4.1186 2.3214 1.4453
N -2.3816 3.3774 2.5403
C -0.9756 3.3474 2.8843
C -2.9136 4.7494 2.5513
H -2.4676 1.2814 2.0273
H -0.7786 3.8634 3.7583
H -0.2226 4.0414 2.3513
H -0.6316 2.4634 2.9623
H -3.9616 4.9274 1.8613
H -2.2446 5.5064 2.2773
H -2.9326 5.0004 3.6203

=====

3.
11
Properties=species:S:1:pos:R:3 method="wB97M-V/def2-TZVPD" lumo_ha=0.005 smiles=OB(O)C(O)O charge=0
O -1.6064 -1.2331 -0.3269
B -0.3314 -0.8819 -0.1236
O 0.7065 -1.6668 0.1927
C 0.0339 1.0308 -0.2033
O -0.1286 1.5165 1.0958
O 1.3138 1.2750 -0.7088
H -1.8378 -2.1585 -0.2163
H 0.5392 -2.6054 0.3028
H -0.6708 1.4853 -0.9043
H 0.0276 2.4717 1.0874
H 1.9541 0.7663 -0.1953

=====

4.
20
Properties=species:S:1:pos:R:3 method="wB97M-V/def2-TZVPD" lumo_ha="0.032 / -0.051" spin_multiplicity=3 charge=0 s2=2.01
C 2.2626 0.0240 2.0316
C 0.9593 -0.0002 2.2226
C 0.0533 0.5210 -1.8685
C -0.0438 -1.0598 -2.1648
C -2.0259 0.5640 1.3546
N 0.5620 0.8598 -0.5186
N -0.8375 -1.8020 -1.2362
Si -0.2404 0.0719 0.8212
H 3.1644 0.0246 2.7585
H 2.5544 0.0640 0.9931
H 0.5783 -0.0863 3.2364
H 0.7431 0.9594 -2.6785
H -0.9807 0.8621 -1.8906
H -0.2988 -1.0658 -3.2061
H 0.9853 -1.4595 -2.0798
H -2.6738 -0.0086 0.7765
H -2.4416 0.4988 2.3578
H -2.0846 1.6285 0.9354
H 1.5808 0.8423 -0.4809
H -1.8163 -1.4383 -1.3637